(a)
Density functional theory data (ωB97M-V/def2-TZVPD) for a 2-piece molecular cluster, CH7NS overall.

```
10
Properties=species:S:1:pos:R:3:mulliken_charge:R:1
S -1.643 1.817 0.817 -0.2363
H -2.289 0.779 1.082 0.1206
C 2.363 -1.648 -0.508 -0.6349
N 1.011 -1.792 -1.194 -0.5488
H 2.800 -0.639 -0.398 0.2724
H 3.083 -2.467 -0.856 0.2413
H 2.265 -1.915 0.612 0.2231
H -1.799 1.114 -0.289 0.1059
H 0.435 -2.622 -0.864 0.2288
H 0.538 -0.894 -0.966 0.2280
```

Its SMILES is CN.S. The value obtained for the HOMO energy is -0.338 Eh. Its HOMO-LUMO gap is 9.9469 eV. The net charge is 0.

---

(b)
Density functional theory data (ωB97M-V/def2-TZVPD) for a 2-piece molecular cluster, CH7NS overall.

```
10
Properties=species:S:1:pos:R:3:mulliken_charge:R:1
S 0.086 -0.435 -1.529 -0.6184
H -0.137 -1.351 -2.472 0.1303
C -0.191 0.047 2.067 -0.7868
N 0.144 0.957 0.914 -0.5888
H 0.118 -0.951 1.768 0.2941
H 0.357 0.361 2.953 0.3359
H -1.263 0.100 2.226 0.3089
H -0.262 0.215 -0.225 0.3738
H 1.116 0.777 0.671 0.2968
H 0.021 1.875 1.320 0.2542
```

Its SMILES is CN.S. The value obtained for the HOMO energy is -0.304 Eh. Its HOMO-LUMO gap is 8.9193 eV. The net charge is 0.

---

Energies relative to the minimum, eV: (a) 0.000; (b) 0.469

---

(a)
Density functional theory data (ωB97M-V/def2-TZVPD) for C3H5O2P as an isolated structure.

```
11
Properties=species:S:1:pos:R:3:mulliken_charge:R:1
C -0.544 -0.208 -0.607 0.3545
C -0.643 1.119 -1.253 -0.2126
C 0.586 -0.478 0.300 -1.2408
O 0.428 1.269 -2.175 -0.3790
O -0.524 -1.056 -1.902 -0.4030
P -0.723 0.272 -2.859 0.1121
H -1.490 -0.377 -0.061 0.2688
H -1.001 1.966 -0.723 0.4935
H 0.833 -1.473 0.552 0.3503
H 0.296 0.137 1.100 0.3560
H 1.376 -0.003 -0.250 0.3002
```

The value obtained for the HOMO energy is -0.347 Eh. Its HOMO-LUMO gap is 10.1893 eV. The net charge is 0.

---

(b)
Density functional theory data (ωB97M-V/def2-TZVPD) for C3H5O2P as an isolated structure.

```
11
Properties=species:S:1:pos:R:3:mulliken_charge:R:1
C 2.250 0.073 -0.143 0.5813
C 1.125 -0.844 -0.084 -0.5681
C 0.170 0.218 0.522 -0.0452
O 3.330 0.353 -0.408 -0.2989
O 0.972 1.357 0.443 -0.6119
P -1.337 0.502 -0.458 -0.0729
H 1.007 -1.363 -1.055 0.3009
H 1.239 -1.685 0.604 0.2966
H 0.018 -0.086 1.517 0.3933
H -1.687 -0.822 -0.162 0.0077
H -0.718 0.358 -1.688 0.0171
```

The value obtained for the HOMO energy is -0.344 Eh. Its HOMO-LUMO gap is 9.9135 eV. The net charge is 0.

---

Energies relative to the minimum, eV: (a) 0.000; (b) 1.677

---

(a)
Density functional theory data (ωB97M-V/def2-TZVPD) for one molecule with the formula C2H3ClN2O.

```
9
Properties=species:S:1:pos:R:3:mulliken_charge:R:1
C 0.778 0.559 -0.440 0.4085
C -0.382 0.117 0.861 0.4000
N 0.870 -0.080 -1.489 -0.5185
N -1.197 -0.869 0.549 -0.3232
O -0.398 0.712 1.872 -0.5056
Cl 1.687 2.041 -0.053 -0.1721
H 1.561 0.127 -2.316 0.2923
H -1.128 -1.353 -0.227 0.1827
H -1.791 -1.256 1.243 0.2359
```

Its SMILES is [H]/N=C(\Cl)C(N)=O. The value obtained for the HOMO energy is -0.361 Eh. Its HOMO-LUMO gap is 10.7464 eV. The net charge is 0.

---

(b)
Density functional theory data (ωB97M-V/def2-TZVPD) for C2H3ClN2O as an isolated structure.

```
9
Properties=species:S:1:pos:R:3:mulliken_charge:R:1
C -0.211 0.528 -0.864 0.1493
C -0.062 -0.216 1.354 0.0516
N -0.587 0.717 0.360 -0.4562
N 0.478 -0.552 -1.173 -0.2504
O 0.475 -1.256 1.050 -0.4110
Cl 1.321 -0.780 -2.591 -0.0513
H -0.410 1.437 -1.603 0.3153
H 0.195 0.334 2.301 0.3703
H -1.199 -0.210 1.166 0.2823
```

The value obtained for the HOMO energy is -0.341 Eh. Its HOMO-LUMO gap is 7.6531 eV. The net charge is 0.

---

Energies relative to the minimum, eV: (a) 0.000; (b) 5.252

---

(a)
Density functional theory data (ωB97M-V/def2-TZVPD) for C21H14NO5V as an isolated structure.

```
42
Properties=species:S:1:pos:R:3:mulliken_charge:R:1
V 0.067 -1.720 -0.741 0.0302
O -0.463 -4.023 4.813 -0.4825
C -0.407 -3.505 3.590 0.9902
C -1.539 -3.043 2.902 -0.4853
C -1.342 -2.525 1.644 0.0047
N -0.133 -2.456 1.114 -0.0806
C 0.944 -2.923 1.731 0.2729
C 0.866 -3.460 2.990 -0.6159
C 2.148 -2.828 0.828 0.3802
O 3.263 -3.118 1.083 -0.4880
O 1.727 -2.333 -0.399 -0.5413
C -2.377 -2.044 0.657 0.3117
O -3.544 -1.960 0.838 -0.5091
O -1.738 -1.723 -0.515 -0.5029
H -1.366 -4.037 5.159 0.3238
H -2.535 -3.100 3.322 0.4597
H 1.734 -3.852 3.501 0.5687
C 1.249 5.249 0.337 -0.4374
C 1.263 4.542 -0.860 -0.6894
C 1.088 3.170 -0.858 -0.3561
C 0.902 2.488 0.346 0.6978
C 0.913 3.203 1.544 -0.5020
C 1.076 4.579 1.539 -0.6246
C 0.701 1.035 0.409 -0.3035
C 0.342 0.222 -0.582 1.0187
C -0.158 0.353 -1.947 0.0330
C 0.353 -0.563 -2.881 0.0830
C -0.258 -0.736 -4.133 -0.9008
C -1.369 0.008 -4.446 -0.4775
C -1.889 0.925 -3.517 -0.7193
C -1.316 1.082 -2.279 -0.2492
H 1.383 6.322 0.332 0.3946
H 1.419 5.064 -1.794 0.3980
H 1.120 2.627 -1.794 0.5230
H 0.789 2.678 2.483 0.3542
H 1.075 5.125 2.473 0.3904
H 0.883 0.594 1.386 0.3254
H 1.318 -1.043 -2.692 0.5556
H 0.166 -1.431 -4.845 0.4725
H -1.845 -0.105 -5.410 0.4374
H -2.766 1.503 -3.776 0.4220
H -1.743 1.758 -1.550 0.5179
```

The value obtained for the HOMO energy (spin up / spin down) is -0.422 / -0.424 Eh. Its HOMO-LUMO gap (spin up / spin down) is 6.7507 / 7.1952 eV. Its spin multiplicity is 2. The expectation value of S² is 0.77. The net charge is +1.

---

(b)
Density functional theory data (ωB97M-V/def2-TZVPD) for C21H14NO5V as an isolated structure.

```
42
Properties=species:S:1:pos:R:3:mulliken_charge:R:1
V 0.401 -0.443 0.332 0.0130
O -1.608 0.676 5.935 -0.4824
C -1.126 0.470 4.714 1.0024
C -0.003 1.148 4.211 -0.4591
C 0.399 0.844 2.935 -0.0270
N -0.243 -0.059 2.208 -0.1026
C -1.337 -0.676 2.649 0.2421
C -1.822 -0.449 3.908 -0.6005
C -1.921 -1.525 1.542 0.4005
O -2.879 -2.217 1.630 -0.5100
O -1.173 -1.354 0.424 -0.5391
C 1.503 1.472 2.112 0.3228
O 2.260 2.301 2.501 -0.5268
O 1.474 0.946 0.873 -0.5001
H -1.097 1.333 6.425 0.3240
H 0.528 1.896 4.786 0.4604
H -2.715 -0.940 4.270 0.5712
C 4.952 -5.881 1.108 -0.4306
C 4.558 -5.235 -0.058 -0.7079
C 3.603 -4.236 -0.011 -0.3543
C 3.027 -3.872 1.209 0.7471
C 3.412 -4.545 2.371 -0.5038
C 4.376 -5.537 2.322 -0.6373
C 2.027 -2.812 1.325 -0.3087
C 1.722 -1.881 0.420 1.0330
C 2.240 -1.388 -0.844 0.0506
C 1.265 -1.104 -1.824 0.0706
C 1.581 -0.338 -2.953 -0.9037
C 2.864 0.139 -3.103 -0.4763
C 3.839 -0.139 -2.136 -0.7173
C 3.535 -0.867 -1.009 -0.2405
H 5.700 -6.662 1.066 0.3957
H 4.994 -5.518 -1.007 0.3990
H 3.288 -3.754 -0.927 0.5260
H 2.954 -4.281 3.317 0.3577
H 4.673 -6.047 3.228 0.3908
H 1.472 -2.803 2.260 0.3272
H 0.297 -1.613 -1.773 0.5391
H 0.828 -0.150 -3.706 0.4771
H 3.124 0.728 -3.971 0.4401
H 4.842 0.244 -2.270 0.4211
H 4.277 -1.043 -0.242 0.5166
```

The value obtained for the HOMO energy (spin up / spin down) is -0.425 / -0.428 Eh. Its HOMO-LUMO gap (spin up / spin down) is 6.7072 / 7.2003 eV. Its spin multiplicity is 2. The expectation value of S² is 0.77. The net charge is +1.

---

Energies relative to the minimum, eV: (a) 0.051; (b) 0.000

---

(a)
Density functional theory data (ωB97M-V/def2-TZVPD) for C3H4GaO3 as an isolated structure.

```
11
Properties=species:S:1:pos:R:3:mulliken_charge:R:1
O -1.757 1.855 0.406 -0.3063
C -2.014 0.914 -0.459 0.7113
O -3.130 0.563 -0.832 -0.4933
C 1.716 -0.135 0.292 -1.0175
C 0.675 -1.058 0.054 0.1843
O -0.883 0.327 -0.904 -0.5144
Ga -0.022 1.177 0.583 0.8812
H 2.237 -0.190 1.255 0.4168
H 2.305 0.206 -0.566 0.4187
H -0.266 -1.615 -0.028 0.3868
H 1.138 -2.044 0.198 0.3325
```

The value obtained for the HOMO energy (spin up / spin down) is -0.510 / -0.510 Eh. Its HOMO-LUMO gap (spin up / spin down) is 5.0407 / 5.0343 eV. The net charge is +1.

---

(b)
Density functional theory data (ωB97M-V/def2-TZVPD) for C3H4GaO3 as an isolated structure.

```
11
Properties=species:S:1:pos:R:3:mulliken_charge:R:1
O 0.132 -1.070 -1.180 -0.3525
C -0.813 -0.808 -0.319 0.6841
O -1.294 -1.772 0.433 -0.1940
Ga -1.581 -0.932 1.963 0.3218
O -0.883 0.622 1.622 -0.2390
C -0.651 0.516 0.269 -0.0516
H -1.027 1.321 -0.382 0.3932
C 1.186 0.432 -0.549 -0.5487
H 2.258 0.596 -0.761 0.3167
H 1.074 0.881 -1.553 0.3578
H 1.600 0.216 0.455 0.3122
```

The value obtained for the HOMO energy (spin up / spin down) is -0.524 / -0.475 Eh. Its HOMO-LUMO gap (spin up / spin down) is 7.9835 / 6.0700 eV. The net charge is +1.

---

Energies relative to the minimum, eV: (a) 0.000; (b) 1.291

---

(a)
Density functional theory data (ωB97M-V/def2-TZVPD) for one molecule with the formula C4H6S2.

```
12
Properties=species:S:1:pos:R:3:mulliken_charge:R:1
C 1.629 0.520 0.177 -0.2383
C 0.211 0.060 0.327 -0.0581
C -0.960 0.942 -0.493 -0.7112
C -0.494 -1.286 0.137 -0.6094
H 1.770 1.616 0.383 0.3070
H -0.242 0.183 1.329 0.2332
H -0.515 1.017 -1.450 0.3866
H -1.418 1.814 -0.023 0.3585
H -0.018 -1.893 -0.582 0.3911
H -0.558 -1.919 1.167 0.2700
S 2.705 -0.552 -0.524 -0.2067
S -2.111 -0.502 -0.449 -0.1225
```

Its SMILES is S=CC1CSC1. The value obtained for the HOMO energy is -0.324 Eh. Its HOMO-LUMO gap is 8.1165 eV. The net charge is 0.

---

(b)
Density functional theory data (ωB97M-V/def2-TZVPD) for one molecule with the formula C4H6S2.

```
12
Properties=species:S:1:pos:R:3:mulliken_charge:R:1
C 0.814 0.589 -0.152 0.2781
C 0.945 1.933 -0.147 -0.9565
C -0.427 -0.106 -0.141 0.5742
C -0.400 -1.601 0.065 -1.2612
S 2.450 -0.239 -0.161 -0.1830
S -1.893 0.844 -0.160 -0.1996
H 1.925 2.388 -0.227 0.3025
H 0.356 2.656 0.289 0.3112
H -1.175 -1.930 -0.539 0.3959
H -0.713 -2.004 1.050 0.3200
H 0.580 -2.235 -0.171 0.2742
H -2.463 -0.295 0.294 0.1441
```

The value obtained for the HOMO energy (spin up / spin down) is -0.320 / -0.270 Eh. Its HOMO-LUMO gap (spin up / spin down) is 7.9676 / 5.3329 eV. The net charge is 0.

---

Energies relative to the minimum, eV: (a) 0.000; (b) 1.205